Molecular formula: C6H15BF4InN2O5
Method: DFT, ωB97M-V/def2-TZVPD

multiplicity	1
charge	+1
molecular weight	396.8	u
orbital gap	3.19	eV
HOMO energy	-13.8	eV
LUMO	-0.3891	hartree
ΔE to the lowest compared entry with this formula, charge and spin	0.0000	eV

Element x y z (Å)
1 In -0.40 -1.94 -0.83
2 N -3.07 1.09 -1.53
3 O -2.55 0.01 -1.26
4 O -3.46 1.35 -2.65
5 O -2.93 1.98 -0.70
6 B 1.19 -0.48 -3.71
7 F 2.40 0.26 -3.72
8 F 0.47 -0.37 -4.90
9 F 1.43 -1.78 -3.46
10 F 0.36 -0.04 -2.75
11 C 3.52 -1.00 -0.33
12 O 2.22 -0.49 -0.34
13 C 2.17 0.89 0.19
14 C 0.84 1.60 -0.08
15 N -0.29 0.84 0.43
16 C -0.37 0.82 1.87
17 C -1.67 0.05 2.19
18 O -1.73 -1.29 1.76
19 C -2.66 -2.06 2.50
20 H 3.49 -2.09 -0.29
21 H 4.01 -0.61 0.56
22 H 4.11 -0.57 -1.14
23 H 2.91 1.57 -0.24
24 H 2.44 0.83 1.24
25 H 0.64 1.65 -1.16
26 H 0.86 2.63 0.27
27 H -1.13 1.26 0.08
28 H -0.44 1.80 2.33
29 H 0.49 0.26 2.24
30 H -2.57 0.63 1.95
31 H -1.56 0.10 3.27
32 H -2.91 -3.05 2.11
33 H -3.63 -1.59 2.65
34 H -2.19 -2.22 3.48

=====

Molecular formula: C6H15BF4KN
Method: DFT, ωB97M-V/def2-TZVPD

multiplicity	1
molecular weight	227.1	u
orbital gap	8.69	eV
HOMO energy	-9.2	eV
LUMO	-0.0201	hartree
ΔE to the lowest compared entry with this formula, charge and spin	0.0000	eV

Element x y z (Å)
1 K -19.41 7.16 -10.36
2 B -17.81 8.71 -8.36
3 F -18.70 9.55 -9.06
4 F -18.61 7.80 -7.60
5 F -17.12 7.92 -9.29
6 F -16.94 9.41 -7.54
7 C -17.91 4.41 -8.06
8 C -18.20 3.69 -9.38
9 N -17.80 4.46 -10.55
10 C -16.40 4.89 -10.55
11 C -15.36 3.76 -10.63
12 C -18.17 3.76 -11.79
13 C -19.68 3.81 -12.04
14 H -16.83 4.50 -7.91
15 H -18.31 3.83 -7.23
16 H -18.36 5.40 -7.98
17 H -17.75 2.69 -9.34
18 H -19.28 3.54 -9.42
19 H -16.25 5.53 -11.42
20 H -16.22 5.47 -9.65
21 H -14.37 4.21 -10.54
22 H -15.49 3.04 -9.82
23 H -15.46 3.21 -11.56
24 H -17.74 2.76 -11.79
25 H -17.71 4.27 -12.64
26 H -20.00 4.86 -11.97
27 H -20.23 3.26 -11.28
28 H -19.99 3.53 -13.04

=====

Molecular formula: C6H15BFN4O4
Method: DFT, ωB97M-V/def2-TZVPD

multiplicity	1
charge	+1
molecular weight	237.0	u
orbital gap	7.35	eV
HOMO energy	-13.1	eV
LUMO	-0.2103	hartree

Element x y z (Å)
1 C -0.35 0.32 1.76
2 N -1.22 1.02 0.78
3 C -0.88 0.59 -0.60
4 B -1.18 2.47 0.93
5 O -2.09 3.08 1.80
6 N -0.20 3.37 0.15
7 C 1.07 3.16 0.41
8 N 1.51 2.99 1.69
9 N 2.11 3.17 -0.62
10 F 2.25 1.91 -1.15
11 H -0.21 1.00 2.64
12 H -0.83 -0.61 2.16
13 H 0.64 0.03 1.33
14 H -1.36 -0.39 -0.82
15 H -1.35 1.32 -1.31
16 H 0.23 0.54 -0.73
17 H -1.83 2.83 2.70
18 H -0.40 3.37 -0.86
19 H 1.68 3.85 2.21
20 H 1.74 2.08 2.06
21 H 1.92 3.87 -1.34
22 C 0.45 -4.67 -1.74
23 C -0.85 -3.95 -1.97
24 O -1.12 -3.37 -0.69
25 C 0.07 -3.25 -0.04
26 O 0.22 -2.66 0.98
27 O 1.06 -3.90 -0.71
28 H 1.07 -4.69 -2.63
29 H 0.30 -5.69 -1.39
30 H -0.76 -3.14 -2.71
31 H -1.66 -4.62 -2.28

=====

Molecular formula: C6H15BrSi
Method: DFT, ωB97M-V/def2-TZVPD

multiplicity	1
molecular weight	195.2	u
orbital gap (spin up / spin down)	7.45 / 7.05	eV
HOMO energy (spin up / spin down)	-7.4 / -7.0	eV
LUMO (spin up / spin down)	0.0006 / 0.0003	hartree
ΔE to the lowest compared entry with this formula, charge and spin	4.1930	eV

Element x y z (Å)
1 C 0.64 -3.61 -1.52
2 C -1.08 1.37 2.36
3 C -1.04 3.88 0.45
4 C 1.30 -2.25 -1.31
5 C 0.35 -1.25 -0.63
6 C 1.00 0.08 -0.37
7 Si -1.21 2.00 0.58
8 Br 2.27 0.05 1.07
9 H -0.23 -3.53 -2.17
10 H 0.32 -4.02 -0.57
11 H 1.35 -4.30 -1.97
12 H -1.11 0.29 2.39
13 H -0.15 1.69 2.82
14 H -1.90 1.75 2.97
15 H -1.25 4.35 1.41
16 H -0.03 4.19 0.17
17 H -1.73 4.30 -0.28
18 H 1.62 -1.85 -2.28
19 H 2.19 -2.37 -0.69
20 H -0.52 -1.08 -1.28
21 H 0.00 -1.67 0.31
22 H 1.46 0.56 -1.23
23 H -2.27 1.43 -0.24

=====

Molecular formula: C6H15Cl5MnN3Si
Method: DFT, ωB97M-V/def2-TZVPD

multiplicity	6
expectation value of S²	8.76
charge	+1
molecular weight	389.5	u
orbital gap (spin up / spin down)	8.98 / 9.10	eV
HOMO energy (spin up / spin down)	-11.9 / -12.6	eV
LUMO (spin up / spin down)	-0.1073 / -0.1273	hartree

Element x y z (Å)
1 Mn 1.78 1.50 0.67
2 Cl 0.56 3.94 0.35
3 C 1.07 3.92 -1.30
4 Cl 2.75 3.20 -1.22
5 H 1.13 4.88 -1.55
6 H 0.45 3.29 -1.96
7 Cl 1.05 0.90 2.91
8 Si 3.27 0.27 2.17
9 Cl 4.23 1.39 3.63
10 Cl 3.60 -1.63 2.91
11 C -1.69 1.17 0.79
12 N -1.32 -0.15 0.44
13 C -2.07 -1.17 1.25
14 C -0.41 -0.44 -0.49
15 N 0.54 0.44 -0.78
16 N -0.37 -1.72 -1.04
17 C -1.64 -2.51 -1.27
18 C 0.95 -2.32 -1.51
19 H -2.76 1.19 0.99
20 H -1.69 1.80 -0.11
21 H -1.10 1.62 1.54
22 H -2.27 -0.72 2.22
23 H -1.56 -2.11 1.47
24 H -3.00 -1.45 0.79
25 H 0.93 0.15 -1.72
26 H -2.50 -1.86 -1.38
27 H -1.94 -3.29 -0.60
28 H -1.56 -3.02 -2.27
29 H 1.09 -2.06 -2.59
30 H 0.69 -3.36 -1.35
31 H 1.81 -1.85 -1.00

=====

Molecular formula: C6H15Cl9FO2P2
Method: DFT, ωB97M-V/def2-TZVPD

multiplicity	1
charge	+1
molecular weight	519.2	u
orbital gap	9.07	eV
HOMO energy	-12.9	eV
LUMO	-0.1391	hartree

Element x y z (Å)
1 C 2.01 -1.29 0.41
2 O 1.29 -0.43 -0.50
3 C 1.39 0.93 -0.24
4 P -0.08 1.40 0.77
5 F -0.25 2.93 0.68
6 P -2.03 0.52 0.07
7 O -1.98 -0.84 0.91
8 Cl -1.59 0.02 -1.87
9 H 2.65 -0.74 1.09
10 H 1.28 -1.90 0.94
11 H 2.64 -1.95 -0.19
12 H 1.32 1.51 -1.17
13 H 2.31 1.24 0.26
14 H 0.15 1.09 2.11
15 H -2.53 -1.53 0.50
16 C 2.83 -4.87 -0.90
17 Cl 3.07 -5.66 -2.46
18 Cl 4.15 -3.76 -0.51
19 H 1.90 -4.30 -0.94
20 H 2.77 -5.63 -0.13
21 C 5.60 2.10 -0.77
22 Cl 6.33 0.98 -1.90
23 Cl 4.73 1.25 0.53
24 H 6.38 2.70 -0.31
25 H 4.90 2.73 -1.30
26 C -5.87 -0.84 -0.25
27 Cl -4.89 -2.31 -0.12
28 Cl -4.94 0.49 -0.95
29 H -6.72 -1.04 -0.89
30 H -6.19 -0.54 0.74
31 C -4.11 3.63 1.15
32 Cl -2.83 3.23 2.31
33 Cl -5.67 3.02 1.69
34 H -4.16 4.70 1.06
35 H -3.86 3.17 0.20